The following is a quantum chemistry calculation of a 3-piece molecular cluster, C2H5IN2OS overall in a non-equilibrium geometry, from the Open Molecules 2025 dataset.

Properties
- HOMO-LUMO gap (spin up / spin down) (eV) = 7.61 / 7.49
- DFT total energy (a.u.) = -959.63884
- energy relative to the best compared isomer or geometry (same formula, charge and spin) (kJ/mol) = 432.81
- highest occupied orbital energy (spin up / spin down) (eV) = -9.38 / -9.30

XYZ file:
```
12
Properties=species:S:1:pos:R:3:mulliken_charge:R:1
C -1.435 -0.411 0.674 -0.568
C 3.546 -0.141 -0.021 -0.150
N -3.770 -0.611 0.862 -0.359
N 3.752 0.982 -0.525 -0.476
O -4.041 0.123 -1.577 -0.455
S -4.609 -0.187 -0.309 0.461
I -0.928 1.272 -0.348 0.221
H -1.315 -1.268 -0.038 0.354
H 2.524 -0.564 0.187 0.134
H 4.469 -0.653 0.299 0.248
H 3.019 1.630 -0.938 0.246
H -1.213 -0.171 1.735 0.344
```